Formula: C24H40FN3PdSSbSi
Source: the OMol25 dataset
Level of theory: ωB97M-V with the def2-TZVPD basis set

Computed properties:
strongest force on any atom = 0.53 eV/Å
net charge = +1
2S+1 = 3
ΔE to the lowest compared entry with this formula, charge and spin = 9.9 kcal per mole
<S²> = 2.05

Last column: Mulliken spin population.
Element x y z (Å)
Pd1 -0.853 -0.485 -0.642  0.682
C1 -1.131 -0.610 -3.725  0.008
Si1 -1.811 -2.060 -2.771  -0.008
C2 -2.360 -3.380 -3.956  0.011
C3 -3.309 -1.617 -1.742  0.043
N1 -0.570 -2.502 -1.556  0.507
C4 0.135 -3.596 -1.354  0.064
C5 0.270 -4.668 -2.302  0.157
C6 1.050 -5.763 -2.048  -0.071
C7 1.727 -5.877 -0.826  0.229
C8 1.614 -4.883 0.142  -0.089
C9 0.845 -3.781 -0.123  0.166
F1 0.704 -2.855 0.839  0.014
H1 -1.912 0.130 -3.910  -0.002
H2 -0.748 -0.941 -4.693  0.000
H3 -0.304 -0.117 -3.206  0.002
H4 -3.235 -3.003 -4.494  0.000
H5 -2.665 -4.290 -3.434  -0.001
H6 -1.607 -3.634 -4.704  0.000
H7 -3.921 -0.891 -2.280  -0.008
H8 -3.121 -1.206 -0.742  -0.004
H9 -3.901 -2.521 -1.582  0.004
H10 -0.240 -4.580 -3.247  0.007
H11 1.144 -6.543 -2.791  0.002
H12 2.336 -6.748 -0.625  0.010
H13 2.109 -4.964 1.099  0.000
C10 1.773 2.942 -0.078  0.008
C11 1.136 2.406 1.207  0.016
C12 1.799 3.007 2.443  0.010
Sb1 1.003 0.263 1.000  0.162
C13 0.513 -0.653 2.897  0.010
C14 0.801 0.188 4.137  0.005
C15 -0.932 -1.138 2.892  0.001
C16 3.021 -0.427 0.728  0.015
C17 4.072 0.350 1.516  0.004
C18 3.347 -0.475 -0.764  0.005
H14 1.589 4.016 -0.165  0.001
H15 1.381 2.466 -0.980  -0.005
H16 2.855 2.795 -0.073  0.001
H17 0.076 2.691 1.212  -0.011
H18 2.841 2.703 2.540  -0.001
H19 1.286 2.753 3.366  0.000
H20 1.790 4.097 2.355  0.001
H21 1.178 -1.522 2.899  0.001
H22 0.143 1.058 4.188  0.000
H23 1.832 0.541 4.185  -0.002
H24 0.615 -0.406 5.036  0.001
H25 -1.632 -0.298 2.864  0.000
H26 -1.138 -1.700 3.807  0.001
H27 -1.153 -1.789 2.043  -0.003
H28 2.972 -1.446 1.118  -0.002
H29 4.160 1.379 1.166  0.000
H30 5.052 -0.118 1.386  0.001
H31 3.862 0.372 2.586  0.000
H32 3.405 0.529 -1.191  0.000
H33 2.599 -1.032 -1.332  -0.005
H34 4.317 -0.952 -0.927  0.000
N2 -3.262 5.947 1.390  0.000
C19 -2.286 5.644 0.522  -0.002
S1 -1.214 6.747 -0.032  0.004
C20 -2.217 4.190 0.112  0.008
C21 -1.435 3.825 -0.972  -0.005
C22 -1.310 2.489 -1.296  0.000
N3 -1.905 1.509 -0.606  0.051
C23 -2.689 1.860 0.415  0.001
C24 -2.875 3.177 0.800  0.000
H35 -3.348 6.908 1.681  0.000
H36 -3.988 5.307 1.652  0.000
H37 -0.916 4.584 -1.541  0.000
H38 -0.694 2.180 -2.131  0.003
H39 -3.172 1.054 0.954  0.001
H40 -3.500 3.361 1.661  0.000